(1)
Entry from the OMol25 dataset: 5 unconnected molecules or ions with the total composition C2H13O4S in a non-equilibrium geometry (the ωB97M-V functional and the def2-TZVPD basis).

CARTESIAN COORDINATES (ANGSTROEM)
C (2.74247, -0.06656, -0.21473)
C (1.54833, -0.82405, -0.76728)
S (0.90786, -0.12301, -2.29668)
H (3.53946, -0.13044, -1.02092)
H (2.60175, 1.02510, -0.11884)
H (3.13202, -0.46244, 0.75082)
H (1.71360, -1.89373, -0.90661)
H (0.77635, -0.76941, 0.01692)
H (0.08859, 1.25308, -0.76240)
H (0.34753, 2.35776, 0.43061)
O (-0.19797, 1.64830, 0.09714)
H (-1.16286, 0.22103, 3.42675)
H (-2.13977, -0.41126, 2.61264)
O (-1.81240, -0.49228, 3.52911)
H (-1.96091, -0.64215, -2.64347)
H (-0.94465, -0.79211, -1.47989)
O (-1.93839, -0.97833, -1.74357)
H (-2.63531, -0.21906, -0.07509)
H (-1.88968, 0.89780, 0.48891)
O (-2.71600, 0.40176, 0.67659)

HOMO-LUMO gap (eV): 7.211
Molecular weight (g/mol): 133.19
E_LUMO (eV): 3.480
Total charge: -1
Highest occupied orbital energy (eV): -3.730

(2)
Entry from the OMol25 dataset: a molecular structure, C7H15AsBF7IO (the ωB97M-V functional and the def2-TZVPD basis).

CARTESIAN COORDINATES (ANGSTROEM)
C (3.47507, 0.45761, 0.05395)
C (2.40291, 1.55320, 0.07049)
C (1.08551, 1.08977, 0.69182)
O (0.00463, 1.33080, -0.20746)
C (-1.24243, 1.51508, 0.42780)
B (-2.26836, 1.93803, -0.69895)
F (-2.05500, 3.09980, -1.31991)
C (-3.54610, 1.13537, -1.14329)
I (-2.86109, -0.80161, -1.74449)
C (-4.66728, 1.09633, -0.09481)
C (-4.37992, 0.33663, 1.20090)
H (3.41689, -0.14827, 0.96034)
H (3.36262, -0.20866, -0.79942)
H (4.47328, 0.89834, 0.01641)
H (2.78106, 2.42632, 0.60869)
H (2.15900, 1.87000, -0.94664)
H (0.87354, 1.60860, 1.63517)
H (1.13509, 0.01214, 0.89653)
H (-1.17632, 2.31834, 1.18255)
H (-1.56239, 0.59664, 0.93839)
H (-3.94450, 1.57607, -2.05766)
H (-5.57159, 0.70117, -0.56510)
H (-4.88866, 2.14310, 0.15275)
H (-5.31232, 0.01318, 1.66706)
H (-3.78166, -0.55703, 1.01719)
H (-3.84775, 0.95421, 1.92798)
F (4.43813, -4.86685, -1.76368)
As (3.70577, -3.85478, -0.55373)
F (5.25196, -3.65081, 0.21848)
F (3.39284, -5.25129, 0.43518)
F (2.97294, -2.83285, 0.65597)
F (2.15705, -4.04728, -1.32230)
F (4.01709, -2.45129, -1.54021)

HOMO-LUMO gap (eV): 9.548
Molecular weight (g/mol): 460.82
E_LUMO (eV): 2.061
Total charge: -1
Highest occupied orbital energy (eV): -7.487

(3)
Entry from the OMol25 dataset: 6 unconnected molecules or ions with the total composition C19H27ClO17 in a non-equilibrium geometry (the ωB97M-V functional and the def2-TZVPD basis).

CARTESIAN COORDINATES (ANGSTROEM)
C (1.98084, 0.54768, 2.05004)
C (1.29011, 0.58568, 3.40916)
C (0.09907, -0.32324, 3.43904)
O (-0.18816, -1.02703, 4.31666)
O (-0.67350, -0.31154, 2.28459)
C (-1.83058, 0.46827, 2.41560)
Cl (-1.51653, 2.10747, 1.74766)
H (2.44035, -0.41399, 1.86411)
H (1.31073, 0.80910, 1.24972)
H (2.77765, 1.28165, 2.07936)
H (0.90882, 1.58410, 3.59490)
H (1.95716, 0.23895, 4.18159)
H (-2.16169, 0.54749, 3.43776)
H (-2.57050, 0.01603, 1.78515)
C (-0.33040, -0.31486, -2.89695)
C (-0.09185, 0.40363, -1.59609)
O (1.30064, 0.74027, -1.67880)
C (1.64333, 0.77164, -2.98483)
O (2.68620, 1.17947, -3.39561)
O (0.65262, 0.28406, -3.76169)
H (-1.32555, -0.16683, -3.28142)
H (-0.12858, -1.38612, -2.82801)
H (-0.67405, 1.32318, -1.51181)
H (-0.28609, -0.21785, -0.72513)
C (-2.54467, -3.01428, 5.67916)
C (-2.63988, -1.78190, 6.53716)
O (-3.95342, -1.29661, 6.23540)
C (-4.69644, -2.34688, 5.79444)
O (-5.86846, -2.31422, 5.61205)
O (-3.91089, -3.43437, 5.57769)
H (-1.93290, -3.79437, 6.12522)
H (-2.16828, -2.79472, 4.67902)
H (-2.58160, -2.00602, 7.60419)
H (-1.88521, -1.04092, 6.28787)
C (6.01129, -1.44699, -4.23153)
C (4.62938, -1.48432, -3.62337)
O (4.85238, -2.18208, -2.39191)
C (6.15791, -2.02800, -2.05376)
O (6.62643, -2.34150, -1.00965)
O (6.85490, -1.46598, -3.07619)
H (6.19003, -0.55389, -4.82499)
H (6.22775, -2.32807, -4.83964)
H (4.24163, -0.49037, -3.40256)
H (3.90974, -2.01651, -4.24193)
C (-4.93323, -3.05964, -0.65004)
C (-4.36286, -2.13672, 0.40160)
O (-3.37958, -1.40094, -0.33936)
C (-3.73191, -1.43550, -1.64966)
O (-3.21615, -0.78340, -2.50187)
O (-4.74203, -2.30713, -1.85419)
H (-5.98624, -3.28010, -0.49786)
H (-4.38017, -3.99680, -0.73045)
H (-5.10431, -1.43768, 0.79263)
H (-3.90233, -2.66813, 1.23098)
C (1.15145, 5.33964, -4.35693)
C (1.65905, 4.49431, -3.21266)
O (1.84392, 5.45969, -2.17395)
C (1.03569, 6.51998, -2.43584)
O (0.82891, 7.41359, -1.68407)
O (0.49461, 6.41404, -3.67873)
H (0.45625, 4.80863, -5.00262)
H (1.96027, 5.74833, -4.96568)
H (0.92619, 3.75510, -2.88134)
H (2.59273, 3.98750, -3.44168)

HOMO-LUMO gap (eV): 11.019
Molecular weight (g/mol): 562.86
E_LUMO (eV): 0.074
Highest occupied orbital energy (eV): -10.945

(4)
Entry from the OMol25 dataset: a molecular structure, C19H23NPbS4Sb (the ωB97M-V functional and the def2-TZVPD basis).

CARTESIAN COORDINATES (ANGSTROEM)
Pb (-0.08022, 0.38598, 1.19257)
C (0.51034, -1.06161, -2.22547)
C (-0.67031, -0.65083, -1.36375)
C (-1.22611, 0.63000, -1.52281)
C (-0.73513, 1.55520, -2.62442)
C (-2.28475, 1.04783, -0.68734)
C (-2.84060, 2.44904, -0.83269)
C (-2.85955, 0.14594, 0.23413)
C (-4.02216, 0.58111, 1.10209)
C (-2.38796, -1.17682, 0.29721)
C (-3.14215, -2.22843, 1.09857)
C (-1.26183, -1.56356, -0.45581)
C (-0.78633, -3.00335, -0.38175)
H (0.17202, -1.41544, -3.20308)
H (1.09209, -1.86489, -1.78389)
H (1.18896, -0.22812, -2.40089)
H (-0.12434, 2.38180, -2.24877)
H (-1.58615, 2.00250, -3.13612)
H (-0.15012, 1.02677, -3.36899)
H (-3.72861, 2.43929, -1.47120)
H (-2.12481, 3.13065, -1.28388)
H (-3.14489, 2.87581, 0.12058)
H (-4.96552, 0.49906, 0.55334)
H (-3.92721, 1.61689, 1.42085)
H (-4.10743, -0.02328, 2.00186)
H (-2.73268, -2.39081, 2.10003)
H (-3.11583, -3.18963, 0.58876)
H (-4.18682, -1.95688, 1.21858)
H (-1.00272, -3.45661, 0.58415)
H (0.28124, -3.10355, -0.56259)
H (-1.28812, -3.60905, -1.14177)
S (-1.28666, -1.61034, 4.62068)
Sb (-0.25066, 0.67856, 5.11936)
S (0.41061, -1.40560, 3.64182)
S (-1.10871, 1.93441, 3.48296)
S (4.34962, -1.93051, 0.24002)
C (2.78226, -1.69945, 0.85056)
N (2.35348, -0.46868, 0.90482)
C (3.33876, 0.41004, 0.42137)
C (3.23172, 1.80300, 0.33551)
C (4.29630, 2.51299, -0.16982)
C (5.46929, 1.85882, -0.58781)
C (5.58886, 0.49119, -0.50364)
C (4.50411, -0.22665, 0.00724)
H (2.18312, -2.54836, 1.16497)
H (2.34623, 2.32766, 0.68431)
H (4.23958, 3.59257, -0.23496)
H (6.29413, 2.44306, -0.97660)
H (6.49567, -0.00772, -0.81828)

HOMO-LUMO gap (alpha / beta) (eV): 7.076 / 5.254
Molecular weight (g/mol): 722.63
E_LUMO (alpha / beta) (eV): -7.421 / -9.243
Total charge: +2
2S+1: 2
Highest occupied orbital energy (alpha / beta) (eV): -14.497 / -14.497

- Which of these has the lowest molecular weight?
  C2H13O4S

- The lowest molecular weight belongs to which entry?
  C2H13O4S

Copy entry 1 word for word.
Entry from the OMol25 dataset: 5 unconnected molecules or ions with the total composition C2H13O4S in a non-equilibrium geometry (the ωB97M-V functional and the def2-TZVPD basis).

CARTESIAN COORDINATES (ANGSTROEM)
C (2.74247, -0.06656, -0.21473)
C (1.54833, -0.82405, -0.76728)
S (0.90786, -0.12301, -2.29668)
H (3.53946, -0.13044, -1.02092)
H (2.60175, 1.02510, -0.11884)
H (3.13202, -0.46244, 0.75082)
H (1.71360, -1.89373, -0.90661)
H (0.77635, -0.76941, 0.01692)
H (0.08859, 1.25308, -0.76240)
H (0.34753, 2.35776, 0.43061)
O (-0.19797, 1.64830, 0.09714)
H (-1.16286, 0.22103, 3.42675)
H (-2.13977, -0.41126, 2.61264)
O (-1.81240, -0.49228, 3.52911)
H (-1.96091, -0.64215, -2.64347)
H (-0.94465, -0.79211, -1.47989)
O (-1.93839, -0.97833, -1.74357)
H (-2.63531, -0.21906, -0.07509)
H (-1.88968, 0.89780, 0.48891)
O (-2.71600, 0.40176, 0.67659)

HOMO-LUMO gap (eV): 7.211
Molecular weight (g/mol): 133.19
E_LUMO (eV): 3.480
Total charge: -1
Highest occupied orbital energy (eV): -3.730